Entry from the Open Molecules 2025 dataset: a structure of composition C16H14BCaF3N7O2Se at a distorted geometry (ωB97M-V/def2-TZVPD).

Geometry as XYZ:
```
45
Properties=species:S:1:pos:R:3:forces:R:3:mulliken_charge:R:1
Ca -0.2573 -0.0848 0.0693 -0.831 0.104 0.634 1.266
C 1.2899 1.5901 -3.8678 0.037 -0.022 -0.038 -1.053
C 0.3662 0.7563 -3.2300 -0.132 -0.092 0.200 -0.377
N 0.2032 1.0992 -1.9529 0.738 0.633 -0.704 -0.604
N 1.0299 2.1663 -1.7501 -0.372 -0.191 0.389 0.471
C 1.6866 2.4661 -2.8794 -0.006 0.146 0.093 -0.146
B 1.1393 2.8980 -0.3706 0.023 -0.021 0.013 -0.045
N 1.9456 2.0435 0.6713 -0.523 -0.168 -0.088 0.551
C 3.2489 2.1147 0.9787 -0.062 0.169 -0.039 -0.191
C 3.5341 1.1552 1.9276 0.014 -0.024 0.015 -0.962
C 2.3092 0.5135 2.1389 -0.213 -0.032 -0.016 -0.261
N 1.3496 1.0441 1.3877 0.925 0.582 -0.034 -0.625
N -0.2777 3.1821 0.1912 -0.027 -0.478 -0.092 0.233
C -0.7205 4.3268 0.7360 0.086 0.050 -0.163 -0.174
C -1.9866 4.1179 1.2371 0.012 -0.087 0.090 -1.013
C -2.2320 2.7612 0.9759 -0.094 -0.108 -0.121 -0.230
N -1.2173 2.1992 0.3354 0.412 0.652 0.217 -0.293
H 1.6275 1.5559 -4.8898 -0.032 -0.015 0.033 0.388
H -0.1800 -0.0888 -3.6240 0.024 0.041 0.008 0.599
H 2.3813 3.2918 -2.8894 -0.036 -0.053 -0.059 0.438
H 1.7306 3.9397 -0.5503 -0.059 -0.134 0.035 -0.162
H 3.8735 2.8580 0.5087 0.013 -0.027 0.030 0.434
H 4.4839 0.9502 2.3922 -0.044 0.002 -0.015 0.385
H 2.0619 -0.3143 2.7860 0.037 0.008 0.010 0.461
H -0.0941 5.2048 0.7133 -0.069 -0.003 0.023 0.428
H -2.6294 4.8284 1.7290 0.034 -0.035 -0.007 0.382
H -3.0886 2.1543 1.2288 0.004 0.057 0.003 0.456
F 2.6307 -2.5058 -2.8129 -0.141 -0.138 -0.031 -0.253
C 1.3817 -2.8521 -2.4765 -0.087 -0.054 0.063 0.685
F 0.6312 -2.8198 -3.5949 0.223 -0.095 0.125 -0.257
F 1.4076 -4.1286 -2.0338 0.057 0.186 -0.218 -0.260
C 0.7937 -1.9379 -1.3795 -0.402 0.166 0.348 0.860
O -0.4682 -1.8887 -1.3187 0.826 -0.353 -0.436 -0.742
O 1.5949 -1.3235 -0.6410 -0.163 -0.557 -0.519 -0.688
Se -1.5572 -0.9682 2.4363 -0.311 -0.361 0.180 -0.497
C -2.2610 -2.7031 2.0457 0.027 -0.068 0.018 0.119
C -2.9113 -3.0298 0.8538 0.017 0.121 -0.070 -0.033
C -3.4077 -4.3062 0.6487 0.015 -0.063 0.076 -0.326
N -3.3270 -5.3074 1.5316 0.109 0.251 0.052 -0.645
C -2.7019 -4.9970 2.6726 -0.045 0.031 -0.089 -0.242
C -2.1675 -3.7529 2.9645 0.056 0.044 0.135 -0.358
H -3.0242 -2.2916 0.0714 0.004 0.024 -0.017 0.298
H -3.9001 -4.5302 -0.2930 -0.012 -0.059 0.021 0.328
H -2.6190 -5.7924 3.4084 -0.020 -0.026 -0.040 0.313
H -1.6722 -3.5940 3.9147 -0.012 0.000 -0.016 0.343
```
Forces are in eV/Å.

## Properties
- E_HOMO (Eh) = -0.164
- orbital gap (eV) = 7.2
- multiplicity = 1
- charge = -1

Entry from the Open Molecules 2025 dataset: a structure of composition C16H14BF5HfN6 at a distorted geometry (ωB97M-V/def2-TZVPD).

Geometry as XYZ:
```
43
Properties=species:S:1:pos:R:3:forces:R:3:mulliken_charge:R:1
H -3.2667 0.2650 0.9039 -0.132 0.087 -0.058 0.521
N -1.7070 -0.8714 0.0046 -1.541 -1.015 -0.156 -0.286
B -0.2431 -2.6635 -1.0041 0.405 0.025 0.526 0.154
N -1.6656 -2.1154 -0.6337 -0.154 0.772 0.148 0.053
C -2.9174 -2.5904 -0.7056 0.380 0.750 0.253 0.054
Hf 0.0148 0.1802 0.2669 1.353 0.803 0.603 1.339
H -3.1503 -3.5429 -1.1567 0.181 -0.006 -0.049 0.514
C -3.7962 -1.6691 -0.1132 0.491 0.491 0.243 -1.079
H -4.8630 -1.7251 -0.0328 -0.179 -0.212 0.038 0.452
C -3.0134 -0.6228 0.3479 0.281 -0.984 -0.759 -0.047
H -0.2999 -3.7567 -1.4857 -0.010 0.256 0.092 -0.014
C 2.5444 1.2501 2.1538 -0.178 -0.143 0.146 -0.700
H 3.1966 2.1113 1.9307 -0.465 -0.473 -0.181 0.319
H 1.9577 0.9452 1.2261 0.703 0.510 0.722 -0.070
H 3.1330 0.3879 2.4593 0.181 0.053 -0.283 0.298
N 0.5877 -2.7190 0.3688 -0.112 0.195 0.022 0.390
N 0.5308 -1.6782 -1.9633 -0.004 0.595 -0.006 0.070
N 0.9017 -1.6501 1.2147 -0.015 0.053 -0.252 -0.569
N 0.8336 -0.3617 -1.5708 0.313 -0.651 -0.789 -0.285
C 1.0962 -3.8416 0.8831 -0.099 0.334 -0.154 0.066
C 1.0867 -1.8976 -3.1631 -0.145 0.530 0.653 -0.019
H 0.9634 -4.7626 0.3247 0.100 0.072 0.348 0.448
H 1.0038 -2.8628 -3.6374 -0.088 0.009 -0.023 0.505
C 1.7496 -3.5499 2.0738 0.117 0.503 0.166 -1.135
C 1.7558 -0.7442 -3.5855 0.007 0.470 0.532 -1.097
C 1.6344 -2.1704 2.2505 -0.601 -0.797 -1.110 -0.082
C 1.6120 0.1858 -2.5642 -0.503 -0.875 -0.091 -0.067
H 2.2509 -4.2533 2.7142 0.061 0.034 0.047 0.427
H 2.2803 -0.5876 -4.5109 0.081 -0.109 -0.020 0.444
H 2.0501 -1.5513 3.0312 -0.209 0.023 -0.059 0.525
H 2.0154 1.1875 -2.4601 -0.192 -0.163 -0.090 0.590
H 1.9002 1.4916 3.0091 -0.150 0.087 -0.486 0.380
F 1.3869 3.0453 -1.0734 -0.824 -0.110 0.220 -0.342
C 0.2204 3.3658 -0.4337 0.102 0.551 -0.080 0.075
C -0.4023 2.4113 0.3714 0.114 -0.691 0.401 -0.094
C -1.4588 2.8790 1.1569 -0.201 0.634 0.007 0.428
F -2.0023 2.0576 2.1119 0.283 0.103 -0.818 -0.399
C -1.9597 4.1803 1.0584 -0.681 -0.160 0.860 0.214
F -2.9718 4.5784 1.8594 0.963 -0.349 -0.872 -0.250
C -1.3631 5.0791 0.1724 -0.253 0.991 0.028 0.587
F -1.8108 6.3464 0.0865 0.545 -1.594 0.100 -0.226
C -0.2438 4.6776 -0.5594 0.856 0.264 -0.546 0.156
F 0.4286 5.5622 -1.3265 -0.782 -0.864 0.727 -0.245
```
Forces are in eV/Å.

## Properties
- E_HOMO (Eh) = -0.560
- orbital gap (eV) = 7.4
- multiplicity = 1
- charge = +2

Entry from the Open Molecules 2025 dataset: a structure of composition C16H14BF5MoN6S at a distorted geometry (ωB97M-V/def2-TZVPD).

Geometry as XYZ:
```
44
Properties=species:S:1:pos:R:3:forces:R:3:mulliken_charge:R:1
H 1.2863 -1.1991 -2.6420 0.164 0.020 -0.064 0.514
N 0.9618 0.6374 -1.6239 0.432 0.780 -1.126 0.307
B 0.7941 3.1071 -1.0101 0.591 0.325 -0.150 -0.121
N 1.2355 1.9695 -1.9637 -0.089 -1.027 0.011 0.038
C 1.9449 1.9986 -3.1044 -0.692 -0.589 0.950 -0.001
Mo 0.0074 0.2318 0.1260 0.536 0.351 -0.703 0.864
H 2.3021 2.9468 -3.4804 -0.098 -0.117 -0.125 0.491
C 2.0952 0.6883 -3.5712 -0.203 -0.211 0.322 -1.156
H 2.5909 0.3942 -4.4793 0.007 -0.101 0.006 0.430
C 1.4611 -0.1333 -2.6469 -0.052 0.906 0.263 -0.196
H 1.0364 4.1769 -1.5183 -0.050 -0.360 0.336 0.001
C -0.8457 -1.8291 3.1832 -0.031 0.340 0.041 -0.885
H -1.1160 -2.8484 3.4774 0.138 0.199 -0.176 0.287
H -1.7581 -1.2635 2.9752 0.041 -0.077 0.087 0.320
H -0.2893 -1.3473 3.9923 -0.119 -0.122 -0.143 0.345
N 1.5644 2.8640 0.2975 0.383 -0.012 0.924 0.188
N -0.6942 2.9901 -0.6716 -0.754 -0.731 0.527 0.038
N 1.4029 1.6842 0.9992 -0.210 0.054 -0.375 -0.069
N -1.2366 1.7751 -0.2230 -0.936 1.578 -0.577 0.216
C 2.4454 3.6581 0.9309 -0.635 -1.430 0.081 -0.028
C -1.6420 3.9386 -0.6491 0.500 -0.874 -0.057 -0.020
H 2.6653 4.6157 0.4966 0.214 0.178 0.152 0.477
H -1.3823 4.9650 -0.8910 -0.155 -0.270 -0.079 0.479
C 2.8950 2.9854 2.0741 -0.427 -0.572 -0.145 -0.978
C -2.8484 3.3580 -0.2744 -0.472 -0.652 0.215 -1.051
C 2.2267 1.7486 2.0848 0.025 1.037 -0.691 -0.414
C -2.5888 2.0074 -0.0371 1.165 0.804 -0.300 -0.242
H 3.6069 3.3678 2.7794 0.074 -0.093 0.172 0.425
H -3.8069 3.8610 -0.2055 0.230 -0.199 0.022 0.424
H 2.2557 0.9084 2.7693 0.157 0.288 0.011 0.493
H -3.2465 1.1924 0.2143 -0.069 0.040 0.144 0.509
H -0.2163 -1.8581 2.2788 0.055 -0.165 0.026 -0.024
F -0.4709 -6.7592 1.1198 -0.461 1.207 -0.716 -0.238
C -0.8114 -5.5894 0.5512 0.401 -0.790 0.595 0.382
C -0.1160 -5.1381 -0.5760 0.657 -0.594 -0.286 0.457
F 0.8457 -5.9029 -1.1366 -1.121 0.756 0.519 -0.237
C -0.3852 -3.8730 -1.0781 0.120 0.332 -0.387 0.145
F 0.1883 -3.4806 -2.2505 -0.188 -0.024 1.363 -0.307
C -1.2818 -3.0182 -0.4087 -0.139 -0.610 0.071 0.090
S -1.4276 -1.3059 -0.8235 -0.204 0.319 -0.159 -0.030
C -2.1158 -3.5732 0.5791 -0.546 0.602 0.002 0.190
F -3.2138 -2.8853 1.0006 1.494 -0.428 -0.096 -0.321
C -1.8337 -4.8198 1.1142 -0.301 -0.411 0.865 0.480
F -2.4848 -5.2462 2.2210 0.567 0.343 -1.351 -0.273
```
Forces are in eV/Å.

## Properties
- E_HOMO (spin up / spin down) (Eh) = -0.562 / -0.563
- orbital gap (spin up / spin down) (eV) = 5.3 / 6.4
- multiplicity = 3
- charge = +2
- expectation value of S² = 2.17

ΔE to the lowest compared entry with this formula, charge and spin list, top to bottom, in eV: 0.411; 0.000; 0.536